{"formula": "Cl3N3", "method": "ωB97M-V/def2-TZVPD", "species": ["N", "N", "N", "Cl", "Cl", "Cl"], "coordinates": [[0.041, 0.543, -0.729], [-1.578, 0.619, 0.716], [1.006, 0.208, -0.297], [-2.545, -0.410, 0.099], [1.211, -1.678, 0.215], [2.546, 0.936, 0.269]], "e_above_lowest_kj_mol": 189.9, "orbital_gap_ev": [7.5, 7.7], "total_charge": 0, "e_homo_ev": [-9.5, -9.8]}